{"formula": "C4H9N2OS", "method": "ωB97M-V/def2-TZVPD", "gap_ev": [7.19, 7.62], "fmax_ev_per_a": 4.2, "charge": 1, "symbols": ["S", "H", "C", "C", "H", "C", "H", "H", "C", "H", "N", "H", "O", "H", "H", "H", "N"], "xyz": [[-1.279, -1.909, -0.135], [-0.003, 1.067, 1.097], [0.944, -0.737, 0.509], [2.362, -0.319, 0.559], [2.375, 0.709, 0.310], [-3.421, 0.594, 0.041], [-3.669, -0.166, -0.708], [-1.089, 0.963, -1.867], [-1.346, -0.278, 0.730], [2.714, -0.413, 1.495], [-0.038, 0.042, 0.957], [1.138, -2.507, -0.621], [-2.227, 0.638, 0.601], [2.920, -0.889, -0.101], [-1.093, 0.055, -1.814], [-4.017, 1.370, 0.214], [0.484, -1.825, -0.083]]}